(1)
ORCA calculation (the ωB97M-V functional and the def2-TZVPD basis) on C6H23B2NNa as an isolated structure at a distorted geometry.

```
33
Properties=species:S:1:pos:R:3:forces:R:3
Na 0.337418 -1.437546 1.063717 0.323 0.104 0.239
B -0.196124 -1.483198 3.429803 -0.134 0.185 0.757
H -0.280764 -1.376715 4.634608 -0.186 -0.007 0.149
H -1.289091 -1.462832 2.917251 -0.714 -0.195 -0.334
H 0.396831 -0.537748 3.004496 0.314 0.480 -0.001
H 0.417389 -2.483053 3.172206 0.124 -0.486 -0.276
B 2.855085 -1.062420 1.200102 0.187 0.074 -0.436
H 4.009514 -0.814196 1.466237 0.197 -0.126 -0.039
H 2.464253 -2.095359 1.675045 0.050 -0.447 0.289
H 2.163165 -0.173704 1.625744 -0.214 0.417 -0.005
H 2.698428 -1.165764 -0.016076 0.069 0.065 -0.295
C -0.608887 1.934539 1.172082 0.270 0.384 0.246
C 0.115155 1.542395 -0.108166 0.772 0.191 0.765
N -0.387480 0.311412 -0.702691 -0.080 -0.225 -0.228
C -1.758231 0.462685 -1.194444 -0.077 -0.370 -0.090
C -2.013970 1.510860 -2.281047 -0.465 0.227 0.159
C 0.518003 -0.166700 -1.746768 -0.200 0.349 -0.696
C 0.137646 -1.528702 -2.309944 -0.078 -0.116 -0.251
H -0.095722 2.774419 1.653500 -0.018 0.147 -0.352
H -0.508000 1.156595 1.932194 -0.415 -0.260 -0.222
H -1.643408 2.240461 1.013740 -0.083 -0.174 0.105
H 0.183234 2.379395 -0.820698 -0.293 -0.064 -0.094
H 1.149824 1.364691 0.203977 -0.026 -0.235 -0.210
H -2.405283 0.603008 -0.329295 0.003 0.293 -0.016
H -2.089831 -0.483679 -1.628893 0.151 -0.147 0.189
H -3.097576 1.652635 -2.338147 0.030 -0.034 -0.128
H -1.681095 1.182677 -3.265565 0.136 0.012 0.023
H -1.600658 2.498839 -2.076920 0.153 -0.093 0.079
H 0.537734 0.558986 -2.581726 0.130 -0.046 0.045
H 1.530991 -0.225905 -1.353842 -0.083 0.069 0.260
H -0.205296 -2.204655 -1.522758 0.208 -0.108 -0.001
H -0.653698 -1.515198 -3.064619 -0.105 0.261 0.127
H 1.000445 -1.956222 -2.823101 0.052 -0.125 0.240
```
Positions in Å, forces in eV/Å.

Calculated values
- calculated total energy (eV) = -13854.371
- total charge = -1
- relative energy (zero: lowest compared OMol25 entry of this formula, charge and spin) (kcal/mol) = 0.0
- 2S+1 = 1
- E_LUMO (eV) = 2.31
- HOMO energy (Eh) = -0.191


(2)
ORCA calculation (the ωB97M-V functional and the def2-TZVPD basis) on C6H24B2O2Rb4 as an isolated structure at a distorted geometry.

```
38
Properties=species:S:1:pos:R:3:forces:R:3
Rb 2.314494 -2.784154 0.125505 0.499 0.146 0.317
Rb -1.252791 -0.177137 2.057299 -0.223 0.078 -0.005
Rb 3.922834 1.651317 -1.340204 0.264 0.118 -0.223
Rb 3.411117 1.748519 2.852738 0.270 -0.231 0.278
B 3.977134 -2.290403 2.655565 0.170 0.092 0.212
H 3.488998 -3.237909 2.487647 -2.424 -3.939 -0.120
H 4.589820 -2.253611 1.768153 2.782 0.826 -3.511
H 3.259001 -1.486565 2.704315 -3.215 3.425 -0.150
H 4.517493 -2.275552 3.589392 2.246 -0.150 3.289
B 1.423687 0.552236 0.634889 0.275 -0.353 0.023
H 2.427411 0.344245 0.971809 3.584 -0.908 1.253
H 1.515792 0.928305 -0.372251 -0.195 0.782 -3.745
H 0.866081 -0.370456 0.679120 -2.009 -3.670 -0.206
H 0.946311 1.264721 1.289655 -1.778 2.888 2.533
C -0.921741 3.452921 -0.481669 -0.663 -0.090 -0.418
C 0.290050 3.308748 -1.340910 2.329 -0.673 0.061
C 0.493642 4.483436 -2.275696 0.352 0.147 0.240
O 1.440189 3.240010 -0.463432 0.981 1.575 -0.150
H -1.570124 4.168834 -0.986810 -0.265 0.206 0.618
H -0.526842 3.772696 0.482652 -0.579 0.308 0.004
H -1.502981 2.536763 -0.377159 0.103 -0.178 0.118
H 0.417468 2.375560 -1.889580 -1.001 -0.137 -0.421
H 0.690479 5.394921 -1.711287 -0.712 0.145 0.270
H -0.393129 4.550818 -2.905940 0.210 0.376 -0.151
H 1.412824 4.448464 -2.860481 -0.161 -0.671 -0.336
H 1.590625 2.342901 -0.156563 -0.779 -0.107 0.059
C -3.943944 -1.910336 -0.726766 -1.056 -0.023 -1.002
C -2.949977 -2.769756 -0.049036 2.078 -0.816 -1.680
C -2.985543 -4.264486 -0.409425 -0.083 -0.575 1.234
O -1.675002 -2.315125 -0.607126 0.217 0.943 0.340
H -3.952776 -2.048766 -1.807902 0.390 -0.366 -0.096
H -3.714115 -0.848797 -0.635061 -0.352 0.025 0.576
H -4.950408 -2.220038 -0.445332 -0.106 0.561 0.391
H -2.913664 -2.549980 1.017955 -0.337 -0.510 0.303
H -2.681555 -4.579535 -1.407639 -0.652 0.965 -0.472
H -3.918137 -4.744246 -0.112445 -0.109 0.014 -0.210
H -2.207127 -4.802140 0.131964 0.045 0.148 0.700
H -0.935590 -2.636423 -0.085943 -0.094 -0.374 0.080
```
Positions in Å, forces in eV/Å.

Calculated values
- calculated total energy (eV) = -14669.277
- total charge = +1
- expectation value of S² = 0.7504
- 2S+1 = 2
- E_LUMO (alpha / beta) (eV) = -3.25 / -3.35
- HOMO energy (alpha / beta) (Eh) = -0.209 / -0.409


(3)
ORCA calculation (the ωB97M-V functional and the def2-TZVPD basis) on a 5-piece molecular cluster, C6H24BClNO9PSi overall at a distorted geometry.

```
44
Properties=species:S:1:pos:R:3:forces:R:3
C 1.567784 2.065025 0.442799 -0.999 -0.660 0.517
C 0.454009 1.135087 -0.165353 1.679 2.295 0.397
O 1.066680 -0.133970 -0.406356 -2.070 -1.164 0.196
B 0.241474 -1.236772 -0.215952 0.084 0.920 0.320
O -1.091035 -1.231515 0.217966 1.157 -0.269 -0.713
Si 1.049466 -3.012567 -0.597077 1.398 0.593 0.240
O 2.797373 -2.940165 -0.526612 -1.290 0.028 -0.615
N 3.280133 -3.582968 0.589812 0.772 0.179 0.355
O 4.404618 -3.304771 0.767987 -0.133 -0.291 0.152
P 0.137484 -4.412663 0.896668 -0.976 -1.387 0.213
O 1.111718 -5.809342 0.937724 -0.702 1.419 0.528
Cl 0.306129 -3.391071 2.731812 0.659 -0.398 -0.599
H 2.570629 1.745811 0.128172 -0.371 0.243 -0.022
H 1.476498 1.964672 1.540332 0.436 0.066 -0.381
H 1.387665 3.122831 0.221712 0.158 -0.340 -0.129
H -0.360355 1.116697 0.567593 -0.025 -0.423 -0.513
H 0.134888 1.632218 -1.096800 -0.163 -0.756 0.156
H -1.674766 -0.738052 -0.369789 -0.228 0.664 0.084
H 0.667660 -3.391754 -1.973314 0.081 -0.400 0.023
H 1.376750 -5.946810 0.026706 0.447 -0.241 -0.265
C -2.714738 -4.008128 5.869059 0.249 -0.050 -0.258
O -2.378716 -4.952972 4.861004 -0.213 -0.050 0.178
H -3.612807 -4.354048 6.376593 0.018 -0.049 -0.051
H -1.903077 -3.924232 6.597237 -0.098 0.108 0.096
H -2.911461 -3.029515 5.421992 -0.041 0.061 0.152
H -1.586522 -4.634396 4.423388 0.108 -0.013 -0.166
C -2.710321 1.361089 -2.669448 -0.215 -0.088 0.111
O -2.613100 0.974097 -1.296414 0.180 -0.248 0.042
H -1.707697 1.515191 -3.058905 -0.009 0.026 0.096
H -3.203685 0.575038 -3.247313 0.040 0.088 -0.117
H -3.273040 2.291701 -2.755152 0.088 0.005 -0.146
H -3.506513 0.845761 -0.969904 -0.085 0.041 0.097
C -1.303156 2.529450 -6.263107 -0.255 0.166 -0.012
O -1.954955 3.276393 -5.239153 0.179 -0.159 0.079
H -0.416246 2.065643 -5.836856 -0.037 0.052 0.058
H -1.966926 1.748885 -6.644696 0.126 -0.054 -0.085
H -1.003297 3.188969 -7.081244 0.083 -0.127 -0.057
H -2.732300 3.678162 -5.630280 -0.104 0.106 0.012
C 3.498801 4.330656 2.539352 -0.031 0.263 -0.163
O 3.187403 4.571705 1.170478 0.054 -0.121 0.093
H 3.520865 3.255226 2.700544 -0.017 0.014 -0.087
H 4.478223 4.749463 2.785023 -0.012 -0.077 0.143
H 2.736573 4.774068 3.185901 0.070 -0.076 0.126
H 3.171890 5.521873 1.043872 0.007 0.105 -0.084
```
Positions in Å, forces in eV/Å.

Calculated values
- calculated total energy (eV) = -56892.688
- 2S+1 = 1
- E_LUMO (eV) = 0.33
- SMILES = CCOB(O)[Si@@H](ON=O)P(O)Cl.CO.CO.CO.CO
- HOMO energy (Eh) = -0.311


(4)
ORCA calculation (the ωB97M-V functional and the def2-TZVPD basis) on C6H24BeN12O10S as an isolated structure at a distorted geometry.

```
54
Properties=species:S:1:pos:R:3:forces:R:3
Be 0.215843 -0.210818 -0.057034 0.739 0.179 -0.343
S 2.109163 -2.308348 -1.141704 1.227 -0.957 -2.980
O 3.532203 -2.136658 -1.298414 1.109 -0.257 -0.688
O 1.839683 -2.061808 0.265186 -2.267 0.945 3.802
O 1.428243 -1.160378 -1.841844 -2.080 1.350 0.467
O 1.567343 -3.562148 -1.657594 -0.012 0.313 0.608
C -0.334307 -1.955408 2.658156 0.988 1.129 -1.170
O -0.278647 -0.759248 2.282916 0.285 -0.628 -0.735
N -1.130597 -2.345338 3.624996 -3.311 1.992 2.782
N 0.319803 -3.000688 2.252536 1.365 -1.295 -0.902
H -1.236547 -3.270568 4.015926 -0.104 0.559 -0.236
H -1.749407 -1.569018 3.810726 -0.431 -0.672 0.930
H 1.024763 -2.904618 1.535666 0.532 -0.412 -0.511
H 0.095823 -3.788918 2.842976 0.992 -0.375 -1.093
C 3.049583 1.013572 1.938426 -0.875 -4.841 -0.628
O 2.016333 1.271542 1.414926 -3.536 2.163 -1.779
N 3.544143 -0.221138 1.798586 1.313 -0.534 -0.476
N 3.640883 1.635612 2.897156 2.063 3.700 2.989
H 2.971463 -0.829388 1.230986 0.558 -0.822 -0.175
H 4.312293 -0.448678 2.413636 -0.416 -0.903 -0.582
H 3.245443 2.532882 3.139296 0.653 0.053 0.009
H 4.628973 1.434012 2.953166 -0.154 0.725 0.520
C 2.515843 1.835832 -2.080344 0.032 1.111 -0.427
O 1.631383 1.670972 -1.265924 -0.988 -0.202 1.123
N 3.014233 3.106262 -2.308374 -0.456 -0.267 0.287
N 3.040673 0.898382 -2.846524 0.654 -0.854 -0.918
H 2.774673 3.720742 -1.543434 0.432 0.398 -0.644
H 3.674293 3.254502 -3.058344 -0.070 0.457 0.677
H 2.804283 -0.050018 -2.592084 -0.092 -0.438 -0.209
H 3.761763 1.129372 -3.514944 -0.136 -0.385 0.395
C -1.621677 -0.501268 -3.308494 2.212 0.164 5.081
O -1.362207 0.045912 -2.196784 -0.908 0.560 -1.436
N -0.878097 -1.447318 -3.743204 2.707 -2.482 -1.843
N -2.753127 -0.440348 -3.936884 -4.641 2.277 -1.261
H -1.175007 -1.935688 -4.575934 0.708 -0.234 0.357
H -0.039867 -1.641898 -3.214414 0.578 -0.302 -0.044
H -3.311797 0.337702 -3.616554 -0.288 -0.060 -0.433
H -2.899677 -0.774818 -4.878564 0.188 0.198 0.275
C -1.442827 2.664272 1.267446 1.888 -4.989 -1.585
O -1.039417 1.676692 0.636736 0.548 -0.550 -1.247
N -1.606717 3.815852 0.753256 -0.311 4.938 -2.898
N -1.750147 2.521562 2.504946 -1.152 0.145 3.909
H -1.826657 4.645062 1.286306 0.028 -0.302 -0.185
H -1.255217 3.939492 -0.185494 -0.072 0.042 0.168
H -1.889047 3.384222 3.011516 -0.096 -0.831 0.743
H -1.607007 1.591352 2.871456 0.113 0.362 0.428
C -3.411117 -0.964878 0.259756 3.863 0.267 -1.914
O -2.231187 -0.906928 0.408446 3.674 -0.092 0.758
N -4.283297 -1.017538 1.160856 -5.555 -1.083 7.613
N -4.010307 -0.965418 -0.868234 -2.170 -0.245 -6.167
H -4.031617 -1.163978 2.127976 0.466 0.315 -0.199
H -5.061097 -1.622258 0.938526 -0.130 0.322 0.212
H -5.019057 -0.915498 -0.863464 0.397 -0.053 -0.519
H -3.523467 -1.244788 -1.707894 -0.061 0.399 0.097
```
Positions in Å, forces in eV/Å.

Calculated values
- calculated total energy (eV) = -56206.508
- relative energy (zero: lowest compared OMol25 entry of this formula, charge and spin) (kcal/mol) = 84.6
- 2S+1 = 1
- E_LUMO (eV) = 0.30
- HOMO energy (Eh) = -0.273